(1)
Below is a cluster of 3 separate species, H7N5 in total at a distorted geometry, with properties calculated with ωB97M-V with the def2-TZVPD basis set.

For the gap between HOMO and LUMO (alpha / beta), the calculation gives 8.542 / 8.650 eV. The total charge is 0.

Each line ends with the Löwdin charge.
CARTESIAN COORDINATES (ANGSTROEM)
N 0.1212 0.4619 0.4512  -0.18
N -0.0607 -0.6737 -0.1924  -0.06
N 1.9715 -1.1463 0.2978  0.02
N 0.2528 1.4650 -0.3390  0.04
N -2.1836 -0.0112 -0.1222  0.02
H -0.1786 -1.3862 0.5186  0.05
H 0.0230 1.3595 -1.3255  0.11
H 0.2668 2.3725 0.0973  0.11
H 2.1737 -0.6584 1.1766  -0.02
H 2.4394 -0.5870 -0.4180  -0.02
H -2.3197 -0.7012 -0.8663  -0.03
H -2.5057 -0.4950 0.7220  -0.03

(2)
Below is a cluster of 3 separate species, H7O3 in total, with properties calculated with ωB97M-V with the def2-TZVPD basis set.

For the gap between HOMO and LUMO, the calculation gives 13.020 eV. The total charge is +1.

Each line ends with the Löwdin charge.
CARTESIAN COORDINATES (ANGSTROEM)
O -0.3399 0.8041 2.1750  0.04
H -0.3917 1.7416 2.4017  0.12
H -0.3445 0.3250 3.0226  0.12
O -0.1551 -0.6137 -2.4235  -0.03
H -0.3214 -1.0817 -3.2585  0.09
H -0.5911 0.2381 -2.5742  0.08
O 0.5133 -0.3388 0.1694  0.24
H 0.0421 -0.3584 -0.6927  0.10
H 1.3556 -0.8095 0.1047  0.17
H 0.2327 0.0933 1.0755  0.08

(3)
Below is a cluster of 3 separate species, H7O3 in total at a distorted geometry, with properties calculated with ωB97M-V with the def2-TZVPD basis set.

For the gap between HOMO and LUMO, the calculation gives 12.828 eV. The total charge is +1.

Each line ends with the Löwdin charge.
CARTESIAN COORDINATES (ANGSTROEM)
O 1.9156 0.1087 1.0283  -0.10
H 2.4724 0.9339 0.9474  0.10
H 2.3984 -0.4426 1.7710  0.14
O -1.8615 0.7294 -0.4242  -0.03
H -2.3975 1.1580 -1.1480  0.13
H -2.4814 0.4930 0.3581  0.16
O -0.0349 -0.8380 -0.6765  0.23
H -0.7350 -0.1181 -0.8555  0.08
H -0.0047 -1.7343 -0.4063  0.15
H 0.5939 -0.2915 -0.0874  0.13

(4)
Below is a cluster of 40 separate species, H80O40 in total at a distorted geometry, with properties calculated with ωB97M-V with the def2-TZVPD basis set.

For the gap between HOMO and LUMO (alpha / beta), the calculation gives 1.704 / 9.778 eV. As for the spin multiplicity: 2. The total charge is -1.

Each line ends with the Mulliken spin population.
CARTESIAN COORDINATES (ANGSTROEM)
H -2.8366 -1.6554 -0.3737  -0.02
H -1.6685 -2.6939 -0.5241  -0.01
O -1.8850 -1.7589 -0.4424  0.06
H 3.2986 0.6926 2.7533  -0.02
H 3.2486 -0.7984 2.9023  0.09
O 3.8531 -0.0973 2.6510  -0.19
H -4.6395 3.4015 -3.2828  0.00
H -3.9116 3.9971 -1.8586  0.01
O -4.1330 4.0209 -2.7786  -0.02
H 1.5733 4.2614 -0.2492  -0.11
H 1.1206 3.2717 1.0543  0.07
O 1.0228 4.0314 0.4780  -0.13
H -1.7555 -6.0986 -0.0678  0.02
H -1.8659 -5.4293 1.3189  0.01
O -1.9150 -6.2806 0.8783  -0.01
H -2.6958 2.1128 4.6680  0.00
O -2.1535 2.6067 5.3117  0.01
H 0.3043 -0.5646 -6.8300  0.01
O -0.5455 -0.7831 -6.4231  -0.01
H 4.0900 4.2522 1.5930  0.28
H 3.0153 4.0454 0.7009  0.08
O 3.6100 3.4816 1.2391  -0.63
H 0.6025 -3.8035 -1.5580  0.05
H -0.0629 -4.3417 -0.2097  0.01
O 0.0841 -4.4976 -1.1413  -0.06
H 0.2652 4.9517 3.7959  0.03
H -0.9263 4.9596 4.5732  0.00
O -0.3961 5.5949 4.0733  -0.01
H 0.7183 5.2471 -2.8957  0.05
H 1.5087 4.9217 -4.3063  0.01
O 0.7876 4.7417 -3.7104  -0.07
H 0.1676 7.1537 -0.9693  0.02
O 0.1109 6.3533 -1.5063  -0.12
H -2.0526 -2.1153 4.1900  0.00
H -2.0685 -1.1739 5.4863  0.00
O -1.9422 -2.0572 5.1485  0.01
H -2.0551 -4.6650 -2.0101  0.02
H -1.3915 -5.9929 -2.4394  0.01
O -2.0047 -5.6010 -1.8158  -0.04
H -4.5660 1.8311 -0.4388  0.01
H -3.8310 0.4148 -0.6572  0.00
O -3.7815 1.3012 -0.3002  0.02
H 4.3001 0.8799 -3.8095  0.03
H 3.9974 1.2156 -2.3608  0.00
O 4.1100 1.6224 -3.2288  -0.17
H 0.4195 -5.9005 3.3612  0.00
H -0.6366 -5.4866 4.1640  0.00
O -0.0958 -5.0839 3.4659  0.00
H 0.7872 3.5289 -2.2495  -0.05
H 2.1012 2.7008 -2.5060  0.02
O 1.2657 2.7116 -2.0220  0.14
H -4.0865 -4.1448 0.8744  0.01
O -3.8804 -3.9792 -0.0581  -0.03
H -0.2843 -2.3543 -4.5706  0.00
H -0.8552 -2.8204 -3.4676  0.00
O -0.5556 -1.9286 -3.7317  0.06
H 0.8899 0.5035 4.7734  -0.01
O 0.1224 0.6006 5.3426  -0.02
H -2.2710 0.8503 2.5262  0.01
H -3.4059 1.5512 3.1655  0.00
O -2.7262 0.9041 3.4117  -0.04
H 4.0663 -3.3694 -1.5063  0.02
H 3.6010 -2.8992 -2.9474  0.01
O 3.3733 -3.4097 -2.1662  0.01
H 1.4003 -1.7720 -0.2088  0.06
H 2.5510 -2.7062 0.4673  -0.03
O 1.6611 -2.6508 0.1311  0.16
H 1.0535 -0.9249 3.4757  -0.04
H 0.0129 0.0747 2.9486  0.00
O 0.6927 -0.5482 2.6688  0.17
H 0.0951 -0.7764 -2.0706  -0.02
H -0.3950 -0.7977 -0.6071  -0.08
O 0.3658 -0.5454 -1.1681  0.36
H -5.0109 -1.1200 -2.9463  -0.01
H -4.6268 0.0100 -1.8939  0.02
O -5.0604 -0.8304 -2.0359  -0.01
H 4.3928 0.8412 1.1160  0.00
H 4.4344 2.0276 0.0957  0.11
O 4.6592 1.0887 0.2188  0.01
H -1.6336 0.2319 0.7014  -0.02
H -1.0568 1.7482 0.6262  0.02
O -1.4600 1.0626 1.1572  0.05
H 0.4379 1.3639 -3.3922  0.01
H -0.5419 0.1744 -3.3058  0.01
O -0.4613 1.0823 -3.5845  -0.01
H 0.3106 3.6361 5.3432  0.00
H 0.4860 2.3146 5.9197  0.01
O 1.0271 3.1084 5.7200  0.00
H 3.6153 -0.0393 -0.5787  -0.04
O 3.1875 -0.6909 -1.1634  0.06
H -1.7217 -3.1334 2.3074  0.01
H -2.3689 -3.7668 3.5748  0.01
O -2.5632 -3.3231 2.7431  0.01
H -3.9907 -4.8929 -0.3611  0.01
H -1.2238 2.4884 5.1351  0.01
H -0.5265 -0.0691 5.1064  0.02
H -0.9159 0.1110 -6.4171  0.01
H -0.5721 6.6073 -2.1406  0.01
H 2.3146 -0.5240 -1.5070  0.11
O 5.7974 -1.0352 -2.0087  -0.06
H 5.1981 -0.9494 -1.2589  -0.02
H 5.9844 -0.1328 -2.2816  0.00
O 1.8704 -3.5073 -4.2678  -0.01
H 2.0030 -4.4448 -4.1325  0.02
H 1.7991 -3.0740 -3.4123  0.03
O 1.3538 1.7868 2.3016  0.70
H 1.6794 1.4340 1.4507  -0.18
H 2.0519 2.4802 2.3166  0.04
O 1.9390 -2.9538 4.2512  0.01
H 1.6371 -3.7986 3.9033  0.01
H 2.8872 -2.8738 4.3387  0.00
O 1.7580 0.2566 -5.0283  0.01
H 1.3977 -0.6357 -5.1518  0.01
H 2.3353 -0.0084 -4.2939  0.02
O -3.0840 1.7376 -3.3977  0.00
H -2.1156 1.8529 -3.4339  0.02
H -3.3780 2.2788 -4.1338  0.00
O -4.1666 3.3074 1.0219  -0.06
H -4.8721 3.9555 0.9767  0.02
H -3.3852 3.6761 0.5987  0.00

(5)
Below is a cluster of 40 separate species, H80O40 in total at a distorted geometry, with properties calculated with ωB97M-V with the def2-TZVPD basis set.

For the gap between HOMO and LUMO, the calculation gives 9.673 eV. The total charge is 0.

Each line ends with the Löwdin charge.
CARTESIAN COORDINATES (ANGSTROEM)
H 2.6577 3.7645 -1.3848  0.06
H 3.0142 2.4618 -0.4335  0.01
O 2.4021 2.8750 -1.0496  -0.06
H 4.0751 1.9183 1.9690  0.03
H 3.2230 0.9405 1.9131  0.07
O 3.2192 1.8885 2.3377  -0.07
H 1.3092 -0.6729 -5.6088  -0.01
H -0.1698 -0.0124 -5.5755  0.08
O 0.8028 0.1013 -5.6712  -0.04
H 2.3320 0.6144 -4.4144  -0.01
H 3.2510 1.2395 -5.4564  0.07
O 3.2617 0.8960 -4.5209  -0.09
H -0.7498 5.2487 1.1113  0.03
H 0.4340 6.0472 1.7385  0.09
O -0.0316 5.9297 0.8097  -0.14
H 0.4409 -2.3155 -1.2324  0.04
O 0.3676 -1.8350 -0.3771  -0.05
H 1.7940 -4.6661 -0.0443  -0.04
O 2.2366 -5.1356 -0.7205  -0.13
H 1.0649 0.7544 2.8874  0.03
H -0.4298 1.3312 2.6145  -0.04
O 0.3343 1.3745 3.1132  -0.03
H -1.4857 2.0591 -3.8641  0.06
H -0.9668 2.3884 -2.4179  -0.03
O -1.6178 2.5969 -3.0471  -0.07
H 6.2851 -1.5271 -2.3241  -0.02
H 5.2212 -1.0130 -3.1132  -0.04
O 5.4871 -1.2230 -2.3301  0.12
H 0.3156 -1.0421 3.4124  0.02
H 1.8694 -0.5822 3.2422  0.01
O 1.2512 -1.3158 3.4754  -0.09
H -0.1947 -1.3085 -3.8227  0.05
O -0.5557 -0.9708 -2.8985  -0.06
H -1.9265 2.9172 0.1968  -0.01
H -1.1015 2.8154 1.4239  -0.03
O -1.9026 2.7131 1.0751  0.06
H 3.8679 -2.4321 0.0143  -0.12
H 2.6194 -2.5652 -0.8063  0.07
O 3.4076 -2.9962 -0.3446  0.02
H -4.8487 2.6931 3.2959  -0.02
H -3.7376 3.3918 2.9704  -0.12
O -4.3244 3.3303 3.5743  0.10
H 1.5847 2.0630 -3.0396  0.15
H 0.5642 1.5792 -1.9249  0.06
O 0.5264 1.7727 -2.8950  -0.15
H -0.6721 -0.9918 1.6729  0.02
H -1.5928 -0.1224 1.4611  0.00
O -0.6811 -0.0852 1.2935  -0.03
H -6.7191 -0.2145 -0.8069  0.04
H -5.4053 0.0587 -1.5187  0.04
O -6.0356 -0.6750 -1.2975  -0.07
H 0.0856 -4.0088 5.2616  0.08
O -0.4842 -3.1804 5.2431  -0.07
H 1.5877 4.1932 3.1793  -0.01
H 2.1021 3.4348 2.1060  -0.03
O 1.9450 4.3328 2.3559  -0.02
H -3.9361 2.1032 -0.2053  -0.07
O -4.4369 2.4652 -0.8488  -0.07
H -0.1620 4.9771 -4.2531  0.03
H -1.5422 4.6802 -3.7518  -0.04
O -0.9555 5.3482 -3.9064  0.00
H -2.9245 5.7735 -0.5021  0.07
H -3.7686 4.7703 0.4883  0.12
O -3.0288 4.8473 -0.2331  -0.09
H 4.2840 -0.7276 3.2389  0.02
H 3.9330 0.6549 3.9412  0.06
O 3.7518 -0.2940 3.8665  -0.03
H 4.2654 0.4904 -1.4791  -0.09
H 4.9925 -0.1221 -0.4678  0.06
O 4.1420 0.2925 -0.6667  0.02
H 0.3177 -4.3422 -0.4762  0.12
H -0.8902 -5.2257 -0.2599  0.12
O 0.0904 -5.4160 -0.6055  -0.17
H 3.1546 -2.6700 -3.0368  0.19
H 2.5615 -4.0231 -2.2315  0.08
O 2.2599 -3.1147 -2.5601  -0.15
H 0.7391 5.1592 -1.4011  -0.03
H 0.7406 5.7931 -2.6478  -0.04
O 1.3114 5.4653 -2.0361  0.02
H 2.7721 -1.7667 1.6659  0.08
H 1.7511 -0.8982 1.0636  0.02
O 2.6114 -0.8257 1.4569  -0.07
H -1.8820 0.0077 4.1975  0.05
H -1.9261 -1.1963 3.5785  -0.01
O -2.6224 -0.6153 3.9044  -0.04
H -0.3999 -2.7463 1.3965  -0.01
H 0.2622 -2.9016 2.7450  0.06
O -0.5796 -2.9929 2.2621  -0.04
H 1.2625 -2.5506 -3.7418  0.03
O 0.7024 -2.6992 -4.6032  -0.14
H 2.8912 -4.5959 1.2890  0.09
H 1.8588 -5.9705 1.7431  0.01
O 2.2931 -5.1610 1.8983  -0.08
H -1.3511 -3.4261 4.9338  -0.02
H -0.4533 -1.3577 -0.4074  0.02
H -3.7332 3.2058 -1.2432  0.12
H 1.8351 -6.0263 -0.7354  0.09
H -0.2364 -0.1655 -3.1292  -0.08
H 0.5934 -3.6774 -4.4162  0.08
O -2.7992 -1.7444 -4.5356  -0.07
H -3.5107 -2.0484 -4.0330  0.00
H -2.5737 -2.3605 -5.3454  0.13
O -2.3691 -4.2791 3.5109  -0.08
H -2.0521 -3.5660 2.8800  0.03
H -2.4092 -5.1832 3.2348  0.03
O -3.4362 -1.3165 0.5520  -0.02
H -3.7062 -2.0750 1.0406  0.03
H -4.2225 -1.3394 0.0111  0.01
O -1.4419 2.0652 5.0599  0.12
H -2.0991 1.4023 5.0359  0.02
H -0.8044 1.9006 5.4887  -0.13
O -2.0337 4.5591 2.9797  -0.03
H -2.8027 4.9587 2.5247  0.06
H -1.7623 3.7662 2.5841  -0.04
O -3.8796 1.1683 -4.7270  -0.12
H -3.6424 0.2136 -4.7616  -0.01
H -4.0016 1.2772 -3.6890  0.08
O -0.0865 -5.8883 2.2302  -0.09
H 0.4265 -5.0649 2.2915  0.00
H -0.6493 -5.8041 3.0355  0.05

(6)
Below is a cluster of 40 separate species, H80O40 in total at a distorted geometry, with properties calculated with ωB97M-V with the def2-TZVPD basis set.

For the gap between HOMO and LUMO, the calculation gives 9.247 eV. The total charge is 0.

Each line ends with the Löwdin charge.
CARTESIAN COORDINATES (ANGSTROEM)
H -3.4295 3.8696 -0.9846  -0.04
H -4.6691 3.6669 -2.0638  0.13
O -3.8134 4.2499 -1.7781  -0.11
H 0.5612 0.1953 -0.7215  -0.02
H -0.2265 -0.8299 -1.5183  0.07
O -0.0897 0.0877 -1.3504  -0.01
H 1.7566 1.3446 -0.5286  0.03
H 2.9571 1.3578 -1.2444  0.15
O 2.3027 0.6440 -0.9144  -0.11
H 1.9347 0.8763 -2.5990  -0.01
H 1.7828 1.7701 -3.7717  0.09
O 1.8634 0.8248 -3.5603  -0.04
H -0.1151 -2.1158 -4.0873  0.03
H 0.3505 -0.6475 -3.5868  0.03
O -0.3545 -1.2178 -3.9606  -0.10
H 5.8574 1.5966 2.4603  0.05
O 5.4324 2.3605 2.0063  -0.07
H -1.7388 3.1772 1.1695  -0.05
O -1.8138 3.9720 0.8149  -0.02
H 5.0285 -2.0895 3.8746  0.04
H 3.6769 -1.5490 4.6112  0.08
O 4.0792 -2.1455 3.9358  -0.06
H -1.1854 0.1608 -0.2515  0.10
H -0.8110 0.0831 1.3001  -0.10
O -1.3183 0.5421 0.7685  -0.09
H -4.4642 0.9254 -1.4560  -0.09
H -5.0394 1.4552 -0.0809  0.06
O -5.1257 0.9324 -0.9110  0.02
H -2.5052 5.7989 0.0124  0.04
H -1.0261 6.5909 0.2036  0.03
O -1.7577 6.3174 -0.3943  -0.09
H 0.4733 -0.5387 -5.8362  0.01
O 0.1685 0.3734 -5.9523  -0.08
H 3.1478 0.7667 -5.7361  0.02
H 3.5987 -0.5699 -5.2412  -0.04
O 3.4545 -0.0807 -6.0414  -0.03
H 0.0079 -5.8055 2.6766  0.00
H -1.3182 -4.9755 2.3466  -0.01
O -0.8885 -5.8006 2.4255  0.01
H 1.7483 -1.0923 2.3711  0.01
H 2.2626 -0.4803 0.9320  0.12
O 1.7468 -0.2773 1.8861  -0.06
H 4.0041 -0.6429 2.5461  -0.05
H 4.9017 -0.2312 1.5155  0.01
O 4.6412 -0.0022 2.4128  -0.06
H -4.6567 -0.7922 1.9681  0.04
H -3.3390 0.1034 1.2496  0.08
O -3.7968 -0.2238 2.1217  -0.14
H -0.8876 -3.3253 3.9110  -0.01
H -0.6890 -2.1883 2.9892  0.02
O -0.4811 -2.4904 3.9616  -0.08
H 5.0716 -2.2362 -4.3577  -0.03
O 4.5205 -2.0802 -3.6981  -0.03
H -2.3261 -1.2616 2.1429  0.04
H -1.7863 -2.7509 1.6230  0.02
O -1.5864 -1.8226 1.8116  -0.08
H 3.5689 -0.5410 -0.5587  0.06
O 4.4994 -0.9220 -0.1925  -0.12
H -0.7623 4.6415 2.7736  -0.18
H -0.0352 5.4475 1.7584  0.08
O -0.1640 5.1637 2.7785  0.02
H -3.9158 -4.5348 1.7073  0.03
H -3.8115 -3.1164 1.1906  -0.03
O -3.8790 -3.6449 1.9255  0.03
H -2.2499 -1.0463 -3.7183  -0.06
H -2.3462 0.1229 -3.0415  0.05
O -2.9780 -0.5748 -3.4061  -0.05
H 1.2624 2.9654 1.3180  0.09
H -0.1951 3.0087 0.5535  0.08
O 0.6289 2.3585 0.6909  -0.16
H -1.7059 1.8045 -1.8712  0.13
H -0.7775 2.9435 -1.9822  0.07
O -1.2460 2.5541 -1.2075  -0.11
H 1.6402 -3.4950 2.8818  0.01
H 1.9473 -4.7638 2.8705  -0.06
O 2.3841 -4.0406 3.1040  0.02
H 5.5226 1.1747 -2.1996  0.09
H 6.0171 0.0207 -3.3520  0.07
O 5.3157 0.6096 -2.9934  -0.08
H 2.3859 -4.3707 -1.9464  0.05
H 1.6154 -5.5259 -1.5628  0.06
O 1.4397 -4.6066 -1.8646  -0.07
H -4.7309 4.5510 1.9719  -0.04
H -5.6383 3.2406 1.6774  0.06
O -4.8986 3.8195 1.5508  0.04
H -6.0571 -2.2700 2.2512  0.05
H -6.1120 -1.0316 3.0590  -0.03
O -6.1520 -1.3432 2.2701  0.08
H -3.6210 -2.8909 -4.1378  -0.01
O -2.9765 -3.1941 -4.6740  0.08
H -0.5883 1.7878 3.9478  -0.04
H 0.1211 1.7281 2.6946  -0.04
O -0.3519 1.2950 3.2992  0.10
H 4.5940 -1.1241 -3.3077  0.06
H 4.6203 2.6665 2.2400  -0.09
H 4.0714 -1.8150 0.0050  0.09
H -2.7656 3.9227 0.6896  0.03
H -0.3154 0.3833 -5.0864  0.02
H -2.1207 -3.1482 -4.5764  -0.07
O -2.8421 2.3414 3.5865  -0.11
H -3.2817 1.5169 3.3299  -0.01
H -1.9767 1.7445 3.5077  0.05
O 2.8382 2.8425 2.2794  0.00
H 2.6565 2.1696 1.5100  0.10
H 2.4385 2.3837 2.9053  -0.02
O -2.1326 -3.4553 -0.1862  -0.01
H -1.4230 -3.9179 -0.5095  -0.01
H -2.9575 -3.5883 -0.6792  0.07
O 0.8183 -1.0043 5.9411  -0.05
H 0.1225 -0.2412 5.9321  0.09
H 0.6004 -1.5392 5.2709  -0.11
O -1.2826 -4.4317 -2.5630  0.00
H -2.2005 -3.9661 -2.5050  0.10
H -0.6844 -3.8880 -2.8198  -0.11
O 1.7823 -1.8302 -4.5404  -0.11
H 2.1300 -2.6388 -4.8772  0.05
H 2.6166 -1.3833 -3.9915  0.11
O 1.4561 5.7438 0.2405  -0.08
H 2.0248 4.9872 0.1508  0.01
H 1.9660 6.1654 1.0663  0.14

no.,E_tot (a.u.)
1,-277.7269
2,-229.6475
3,-229.6268
4,-3057.4320
5,-3057.0604
6,-3056.9819